Entry 1:
{"formula": "C4H11NO", "method": "wB97M-V/def2-TZVPD", "charge": 0, "e_lumo_ev": 0.6531, "mol_weight_g_mol": 89.138, "homo_energy_ev": -8.53, "fmax_ha_per_bohr": 0.0211, "orbital_gap_ev": 9.2, "energy_ev": -7863.0847, "smiles": "C/C=C/CN.O", "species": ["C", "C", "C", "C", "N", "H", "H", "H", "H", "H", "H", "H", "H", "H", "O", "H", "H"], "coordinates": [[-0.68016, -1.89046, 1.57927], [-0.24674, -0.92124, 0.52095], [0.96440, -0.40159, 0.39992], [1.39873, 0.59848, -0.64232], [0.91331, 0.34606, -1.99556], [0.14106, -2.50580, 1.93460], [-1.22623, -1.35775, 2.35395], [-1.42607, -2.56027, 1.13786], [-1.02153, -0.52598, -0.13289], [1.73902, -0.66918, 1.11004], [1.09093, 1.59838, -0.32621], [2.49098, 0.67752, -0.62738], [0.17177, 0.99244, -2.21712], [0.65973, -0.62463, -2.09677], [-1.31824, 2.44440, -0.49742], [-1.56612, 2.81098, 0.35527], [-2.08482, 1.98862, -0.85620]], "forces_ev_per_angstrom": [[-0.578, -0.100, -0.912], [0.019, 0.413, 0.103], [0.306, 0.105, 0.045], [0.245, 0.264, 0.165], [0.430, 0.430, 0.308], [0.026, 0.190, 0.366], [0.243, -0.063, 0.435], [0.125, -0.134, 0.087], [-0.015, -0.234, -0.129], [0.027, -0.240, 0.103], [-0.242, -0.026, -0.100], [0.031, -0.351, -0.127], [-0.234, -0.380, -0.130], [-0.330, 0.109, -0.176], [0.229, 0.015, -0.226], [-0.177, -0.093, -0.024], [-0.105, 0.095, 0.212]], "lowdin_charge": [-0.108, -0.191, -0.123, -0.302, -0.001, 0.072, 0.070, 0.067, 0.093, 0.099, 0.093, 0.093, 0.046, 0.060, -0.050, 0.043, 0.039]}

***

Entry 2:
{"formula": "C20H39AuCl3N3O3Si", "method": "wB97M-V/def2-TZVPD", "charge": 0, "e_lumo_ev": [0.4225, -3.7175], "mol_weight_g_mol": 700.962, "homo_energy_ev": [-8.93, -8.92], "fmax_ha_per_bohr": 0.0364, "orbital_gap_ev": [9.4, 5.2], "energy_ev": -81123.2579, "spin_multiplicity": 3, "species": ["C", "C", "H", "H", "H", "C", "C", "H", "H", "H", "H", "Au", "Cl", "Cl", "H", "H", "C", "C", "N", "H", "C", "O", "H", "H", "H", "H", "H", "H", "C", "C", "N", "H", "C", "O", "H", "H", "H", "H", "O", "C", "C", "C", "H", "C", "H", "C", "H", "C", "C", "H", "H", "H", "Si", "Cl", "C", "C", "C", "H", "H", "H", "H", "H", "H", "H", "H", "H", "N", "H", "H", "H"], "coordinates": [[-4.36440, -4.52538, -0.86881], [-3.97478, -3.23025, -1.52245], [-5.40707, -4.78362, -1.08812], [-4.27230, -4.43330, 0.22704], [-3.73631, -5.36563, -1.20482], [-4.83616, -2.48646, -2.24978], [-6.27463, -2.83795, -2.42958], [-4.48981, -1.61298, -2.81382], [-6.72144, -3.19018, -1.48377], [-6.41403, -3.62663, -3.18677], [-6.82095, -1.94790, -2.76833], [1.86270, 0.04733, 0.43588], [2.82714, -0.58388, -1.62000], [2.08544, -0.58254, 2.73048], [5.71523, 1.85091, 3.11002], [5.75794, -1.39481, 0.74963], [5.32520, 0.83152, 3.15416], [5.18288, -1.12897, 1.64449], [5.21272, 0.31114, 1.81270], [4.34837, 0.83734, 3.65778], [4.98147, 1.15230, 0.78507], [4.88074, 2.38226, 0.89707], [4.14644, -1.47055, 1.50826], [4.87919, 0.61831, -0.18282], [6.00890, 0.18529, 3.71407], [5.60654, -1.58546, 2.54605], [-2.31056, -1.04607, 2.42523], [-4.53392, -0.46750, 1.32090], [-2.27630, -0.01522, 2.80497], [-4.39561, 0.54846, 1.71857], [-2.98541, 0.84081, 1.87329], [-1.23428, 0.30443, 2.88009], [-2.54464, 2.10199, 1.53264], [-1.62219, 2.72888, 2.06389], [-4.82855, 1.27402, 1.01671], [-3.12709, 2.49535, 0.66149], [-2.77941, -0.02589, 3.78276], [-4.93187, 0.59924, 2.68395], [-2.18414, -3.08045, 0.14939], [-2.52700, -2.79488, -1.22857], [-3.05908, -0.30640, -1.22729], [-2.18482, -1.34363, -1.56075], [-3.98139, -0.56069, -0.69698], [-2.81621, 0.99746, -1.67006], [-1.89049, -3.42252, -1.87933], [-1.01336, -1.03893, -2.26688], [-3.53098, 1.78468, -1.42265], [-1.69797, 1.27740, -2.46358], [-0.77542, 0.25878, -2.71910], [-0.30819, -1.85144, -2.47927], [-1.55952, 2.28162, -2.87863], [0.14877, 0.47465, -3.26214], [-1.27232, -4.16690, 0.94730], [-0.25848, 0.73327, 0.67222], [-1.47744, -3.70011, 2.75287], [0.46724, -3.98262, 0.31359], [-1.86123, -5.96798, 0.86838], [-2.55409, -3.68871, 2.99082], [-1.03535, -2.70948, 2.92077], [-0.99340, -4.42618, 3.42466], [-2.73712, -6.07875, 1.52693], [-1.07538, -6.66407, 1.23160], [-2.13870, -6.25240, -0.15776], [0.50389, -3.71297, -0.75780], [1.04744, -4.90510, 0.45256], [0.97724, -3.16803, 0.85806], [2.06062, 2.37024, 0.21214], [1.24534, 2.73366, 0.71214], [1.91595, 2.51859, -0.78410], [2.96919, 2.74968, 0.50462]], "forces_ev_per_angstrom": [[-0.444, -0.004, 0.310], [-0.080, 1.068, 0.061], [0.311, 0.001, 0.001], [0.049, -0.188, -0.419], [-0.146, 0.358, 0.106], [1.015, -0.682, 0.149], [-0.524, -0.094, -0.109], [-0.015, -0.264, 0.502], [0.072, 0.172, -0.452], [-0.044, 0.219, 0.192], [-0.016, -0.310, 0.103], [1.797, -0.029, -0.178], [-0.192, 0.257, 0.255], [-0.431, 0.232, -0.310], [-0.070, -0.179, 0.062], [-0.012, -0.146, 0.299], [-0.016, 0.206, 0.380], [-0.192, -0.135, -0.564], [-0.015, 0.580, -0.327], [0.217, 0.016, -0.082], [0.171, 0.021, 0.379], [-0.138, -0.761, -0.210], [0.471, -0.153, 0.195], [0.103, 0.288, 0.220], [-0.088, 0.225, -0.020], [-0.072, -0.016, -0.404], [0.059, 0.294, -0.062], [0.013, 0.234, 0.097], [-0.120, -0.132, 0.227], [-0.065, -0.207, -0.332], [0.047, 0.831, 0.127], [-0.405, -0.072, 0.264], [0.365, 0.392, 0.972], [-1.397, -0.903, -0.858], [-0.047, -0.252, 0.206], [0.244, 0.045, 0.621], [0.223, 0.167, -0.044], [0.222, 0.143, -0.296], [-1.267, 0.887, -0.901], [0.484, -0.443, -0.106], [0.049, 0.045, -0.187], [-0.123, 0.003, -0.124], [0.457, 0.273, -0.154], [0.001, -0.245, -0.149], [0.026, 0.094, 0.209], [-0.321, -0.210, 0.106], [0.194, -0.187, -0.180], [-0.094, -0.195, 0.205], [0.102, 0.119, -0.005], [-0.178, 0.409, -0.007], [0.054, -0.390, 0.253], [-0.355, -0.089, 0.083], [0.275, -0.720, 0.669], [-1.099, -0.163, -0.270], [0.162, 0.025, -0.140], [0.529, 0.101, -0.132], [0.188, 0.058, -0.202], [0.346, 0.125, -0.020], [-0.168, -0.212, 0.181], [-0.087, 0.217, -0.218], [0.186, -0.050, -0.299], [-0.383, 0.434, -0.215], [0.109, -0.136, 0.387], [-0.086, -0.181, 0.375], [-0.024, 0.244, -0.035], [-0.134, -0.269, -0.135], [-0.140, -0.185, -0.349], [0.326, -0.174, 0.085], [0.082, -0.108, 0.080], [0.034, -0.300, 0.137]], "lowdin_charge": [-0.043, -0.218, 0.070, 0.086, 0.080, -0.118, -0.107, 0.111, 0.076, 0.085, 0.072, 0.350, -0.110, -0.026, 0.090, 0.094, -0.061, -0.094, -0.208, 0.058, -0.372, -0.050, -0.003, 0.087, 0.089, 0.092, 0.065, 0.080, -0.096, -0.075, -0.221, 0.029, -0.407, -0.064, 0.089, 0.120, 0.097, 0.096, -0.184, -0.246, -0.074, -0.176, 0.099, -0.104, 0.147, -0.059, 0.097, -0.104, -0.121, 0.108, 0.105, 0.093, 0.372, 0.311, -0.157, -0.145, -0.173, 0.041, 0.014, 0.040, 0.034, 0.040, 0.015, 0.030, 0.033, 0.008, 0.067, 0.034, 0.065, 0.044]}

***

Q: charge of number 2 (C20H39AuCl3N3O3Si)?
A: 0

***

Q: Which value of charge does entry 2 give?
A: 0

***

Q: Which value of charge does entry 1 give?
A: 0